No. 1
Molecular formula: C24H26N2O7
Method: DFT, ωB97M-V/def2-TZVPD

CARTESIAN COORDINATES (ANGSTROEM)
C: -1.790 -0.172 -7.636
O: -0.892 -0.566 -6.589
C: -1.406 -0.741 -5.324
C: -2.723 -0.427 -4.941
C: -3.161 -0.644 -3.633
C: -2.303 -1.179 -2.667
C: -2.864 -1.383 -1.274
C: -1.934 -2.158 -0.361
C: -2.018 -3.542 -0.273
O: -2.954 -4.232 -1.014
C: -1.092 -4.299 0.598
O: -1.191 -5.526 0.629
C: -0.072 -3.583 1.391
C: 0.816 -4.274 2.236
C: 1.781 -3.582 2.975
C: 1.878 -2.193 2.870
C: 1.004 -1.497 2.034
C: 0.015 -2.176 1.297
C: -0.923 -1.432 0.430
O: -0.852 -0.208 0.377
C: -0.981 -1.488 -3.042
C: -0.547 -1.268 -4.356
H: -2.210 0.820 -7.436
H: -2.605 -0.895 -7.744
H: -1.248 -0.125 -8.584
H: -3.432 -0.009 -5.646
H: -4.184 -0.394 -3.367
H: -3.091 -0.408 -0.832
H: -3.818 -1.912 -1.359
H: -2.843 -5.189 -0.846
H: 0.753 -5.357 2.318
H: 2.459 -4.129 3.625
H: 2.637 -1.658 3.435
H: 1.098 -0.420 1.948
H: -0.271 -1.896 -2.332
H: 0.472 -1.507 -4.637
C: 4.295 1.758 1.597
N: 2.939 1.847 2.137
C: 1.930 2.508 1.550
O: 2.083 3.117 0.496
C: 0.588 2.552 2.305
C: -0.394 3.613 1.788
O: -0.780 3.313 0.466
N: 0.726 2.607 3.772
C: 1.372 3.491 4.536
C: 1.987 4.747 3.948
O: 1.465 3.284 5.734
H: 4.318 1.059 0.759
H: 4.988 1.419 2.370
H: 4.618 2.738 1.238
H: 2.757 1.428 3.036
H: 0.109 1.598 2.089
H: 0.069 4.599 1.811
H: -1.284 3.622 2.419
H: 0.019 3.308 -0.081
H: 0.279 1.871 4.297
H: 2.694 4.505 3.159
H: 2.515 5.275 4.740
H: 1.200 5.392 3.565

Output
HOMO energy ... -0.304 Ha
SMILES string ... COc1ccc(CC2=C(O)C(=O)c3ccccc3C2=O)cc1.CNC(=O)[C@H](CO)NC(C)=O
DFT total energy ... -1566.36548 a.u.
Kohn-Sham gap ... 6.708 eV
LUMO level ... -1.569 eV
Energy relative to the best compared isomer or geometry (same formula, charge and spin) ... 0.380 eV



No. 2
Molecular formula: C31H43FN7O
Method: DFT, ωB97M-V/def2-TZVPD

CARTESIAN COORDINATES (ANGSTROEM)
C: -1.361 5.236 2.873
C: -1.561 3.763 2.441
C: -2.840 3.197 3.029
O: -2.959 1.767 2.971
C: -2.227 1.085 3.904
N: -0.884 0.684 3.315
C: -0.807 0.351 2.009
C: 0.398 -0.007 1.417
N: 0.490 -0.363 0.052
C: 0.832 0.819 -0.813
C: -0.387 1.465 -1.418
C: 1.542 -0.005 2.221
C: 1.452 0.333 3.557
C: 0.210 0.675 4.068
F: 0.074 1.014 5.327
H: -2.151 5.572 3.532
H: -1.302 5.849 1.981
H: -0.411 5.333 3.385
H: -1.606 3.683 1.360
H: -0.678 3.210 2.760
H: -3.017 3.567 4.037
H: -3.661 3.575 2.428
H: -2.738 0.152 4.120
H: -2.057 1.638 4.820
H: -1.710 0.378 1.426
H: -0.444 -0.649 -0.225
H: 1.338 1.544 -0.177
H: 1.549 0.532 -1.571
H: -1.033 1.916 -0.667
H: -1.002 0.757 -1.972
H: -0.114 2.241 -2.124
H: 2.482 -0.275 1.766
H: 2.327 0.326 4.183
N: 4.508 -2.104 4.565
C: 5.836 -1.768 4.549
C: 6.284 -1.881 3.261
C: 5.184 -2.304 2.466
C: 4.104 -2.432 3.297
H: 3.928 -2.121 5.383
H: 6.347 -1.484 5.453
H: 7.289 -1.691 2.926
H: 5.189 -2.501 1.408
H: 3.088 -2.735 3.099
N: 4.465 -4.189 -1.096
C: 3.390 -4.603 -0.354
C: 3.060 -5.866 -0.764
C: 3.974 -6.229 -1.791
C: 4.827 -5.173 -1.972
H: 4.919 -3.299 -1.013
H: 2.955 -3.966 0.397
H: 2.254 -6.465 -0.374
H: 4.001 -7.159 -2.334
H: 5.656 -5.040 -2.646
N: 1.630 -6.332 -4.254
C: 0.796 -5.599 -5.051
C: 0.071 -6.471 -5.820
C: 0.484 -7.785 -5.469
C: 1.446 -7.664 -4.501
H: 2.280 -5.952 -3.587
H: 0.790 -4.523 -5.005
H: -0.671 -6.200 -6.551
H: 0.118 -8.710 -5.881
H: 2.011 -8.410 -3.969
N: -1.294 2.357 -5.345
C: -2.474 2.168 -4.676
C: -2.834 0.855 -4.823
C: -1.830 0.226 -5.610
C: -0.896 1.179 -5.917
H: -0.801 3.227 -5.413
H: -2.953 2.981 -4.157
H: -3.720 0.396 -4.417
H: -1.803 -0.804 -5.921
H: 0.010 1.120 -6.494
N: -6.070 7.632 0.724
C: -6.644 6.400 0.576
C: -6.245 5.623 1.630
C: -5.396 6.422 2.446
C: -5.309 7.656 1.858
H: -6.193 8.404 0.096
H: -7.289 6.184 -0.258
H: -6.534 4.599 1.801
H: -4.909 6.124 3.360
H: -4.776 8.544 2.151

Output
HOMO energy ... -0.342 Ha
DFT total energy ... -1765.14214 a.u.
Net charge ... +1
Kohn-Sham gap ... 5.288 eV
LUMO level ... -4.019 eV



No. 3
Molecular formula: C28H23FN6O6PtS
Method: DFT, ωB97M-V/def2-TZVPD

CARTESIAN COORDINATES (ANGSTROEM)
Pt: -0.272 0.018 0.972
C: -5.104 2.291 -6.633
O: -5.865 3.038 -5.707
C: -5.200 3.638 -4.689
C: -3.846 3.453 -4.413
C: -3.251 4.140 -3.374
C: -3.996 5.028 -2.567
C: -5.373 5.172 -2.837
C: -5.956 4.491 -3.875
N: -3.447 5.721 -1.542
N: -2.185 5.739 -1.318
C: -1.444 4.882 -0.637
C: -0.037 5.054 -0.631
C: 0.812 4.082 -0.164
C: 0.337 2.854 0.354
O: 1.126 1.910 0.755
C: -1.083 2.722 0.482
N: -1.540 1.578 1.064
C: -2.831 1.432 1.321
C: -3.761 2.413 1.001
C: -3.337 3.553 0.344
C: -1.982 3.728 0.058
H: -5.792 1.988 -7.417
H: -4.674 1.397 -6.172
H: -4.303 2.894 -7.069
H: -3.249 2.768 -5.001
H: -2.198 4.001 -3.163
H: -5.960 5.835 -2.214
H: -7.010 4.602 -4.095
H: 0.357 5.962 -1.069
H: 1.884 4.219 -0.202
H: -3.128 0.501 1.786
H: -4.802 2.267 1.250
H: -4.047 4.318 0.061
S: 2.203 -0.016 -0.918
C: 1.835 -1.560 -0.249
C: 2.500 -2.718 -0.664
C: 2.162 -3.927 -0.099
C: 1.177 -3.977 0.882
C: 0.565 -2.806 1.254
N: 0.883 -1.622 0.706
H: 3.259 -2.639 -1.429
H: 2.661 -4.833 -0.417
H: 0.877 -4.911 1.333
H: -0.221 -2.786 1.995
C: 0.139 0.081 2.974
H: -0.668 -0.452 3.483
H: 0.178 1.110 3.323
H: 1.092 -0.401 3.189
F: -6.942 -2.783 0.091
C: -5.704 -3.246 -0.115
C: -4.857 -2.584 -0.911
N: -3.589 -3.036 -1.177
C: -2.620 -2.141 -1.785
C: -1.894 -1.293 -0.720
O: -1.108 -0.399 -1.126
O: -2.114 -1.546 0.488
C: -3.082 -4.155 -0.536
O: -1.940 -4.541 -0.678
N: -3.994 -4.818 0.255
C: -5.314 -4.474 0.560
O: -5.990 -5.151 1.295
H: -5.153 -1.659 -1.387
H: -3.111 -1.482 -2.498
H: -1.871 -2.732 -2.307
H: -3.644 -5.650 0.707

Output
HOMO energy (alpha / beta) ... -0.241 / -0.300 Ha
Multiplicity ... 5
⟨S²⟩ ... 6.11
DFT total energy ... -2478.06085 a.u.
Kohn-Sham gap (alpha / beta) ... 6.343 / 5.635 eV
LUMO level (alpha / beta) ... -0.216 / -2.534 eV
Energy relative to the best compared isomer or geometry (same formula, charge and spin) ... 0.166 eV



No. 4
Molecular formula: C12H24As2F12O12Tl
Method: DFT, ωB97M-V/def2-TZVPD

CARTESIAN COORDINATES (ANGSTROEM)
Tl: -0.971 -0.074 0.516
As: 3.828 -4.327 -3.818
F: 2.796 -4.478 -5.280
F: 4.434 -2.795 -4.477
F: 4.813 -4.116 -2.420
F: 3.125 -5.826 -3.084
F: 5.117 -5.248 -4.752
F: 2.535 -3.332 -2.929
As: 1.418 -2.125 7.266
F: -0.025 -1.372 8.101
F: 0.485 -3.611 7.021
F: 2.797 -2.854 6.352
F: 2.296 -0.535 7.370
F: 2.038 -2.774 8.823
F: 0.671 -1.607 5.683
C: -5.947 -4.616 -5.680
O: -5.124 -3.927 -4.778
C: -4.221 -4.469 -4.021
O: -3.555 -3.921 -3.171
O: -4.189 -5.805 -4.136
C: -3.234 -6.571 -3.469
H: -5.417 -4.912 -6.586
H: -6.678 -3.872 -5.997
H: -6.436 -5.465 -5.201
H: -2.196 -6.285 -3.639
H: -3.314 -7.576 -3.882
H: -3.306 -6.636 -2.383
C: 7.119 2.429 -0.670
O: 5.970 1.742 -0.282
C: 5.944 0.791 0.637
O: 4.924 0.310 1.155
O: 7.226 0.472 1.055
C: 7.456 -0.344 2.162
H: 6.824 3.100 -1.476
H: 7.803 1.751 -1.182
H: 7.656 2.808 0.200
H: 6.691 -0.244 2.932
H: 8.408 -0.044 2.602
H: 7.553 -1.352 1.759
C: -7.863 3.787 -4.303
O: -6.837 3.190 -3.495
C: -7.043 2.117 -2.742
O: -6.187 1.585 -2.061
O: -8.253 1.780 -2.682
C: -8.692 0.659 -1.784
H: -8.531 3.136 -4.867
H: -7.364 4.398 -5.056
H: -8.504 4.456 -3.728
H: -9.777 0.758 -1.772
H: -8.399 0.654 -0.734
H: -8.375 -0.288 -2.222
C: 1.377 5.916 6.299
O: 2.107 6.070 5.099
C: 2.081 5.276 4.041
O: 1.501 4.198 3.902
O: 2.795 5.738 3.012
C: 3.938 6.525 3.168
H: 0.341 5.579 6.325
H: 1.500 6.825 6.886
H: 1.976 5.252 6.922
H: 4.403 6.373 4.142
H: 3.782 7.555 2.845
H: 4.713 6.175 2.486

Output
HOMO energy ... -0.481 Ha
DFT total energy ... -7216.36947 a.u.
Net charge ... +1
Kohn-Sham gap ... 1.249 eV
LUMO level ... -11.834 eV
Energy relative to the best compared isomer or geometry (same formula, charge and spin) ... 9.194 eV



No. 5
Molecular formula: C2H3ErO
Method: DFT, ωB97M-V/def2-TZVPD

CARTESIAN COORDINATES (ANGSTROEM)
H: -0.597 -0.003 -1.372
O: 1.137 -0.407 -0.255
C: -0.180 -0.410 -0.366
C: -1.018 0.315 0.420
H: -2.094 0.170 0.304
H: -0.663 0.790 1.339
Er: 3.415 -0.455 -0.071

Output
HOMO energy (alpha / beta) ... -0.688 / -0.653 Ha
Multiplicity ... 4
⟨S²⟩ ... 3.76
DFT total energy ... -1167.47811 a.u.
Net charge ... +2
Kohn-Sham gap (alpha / beta) ... 8.546 / 7.003 eV
LUMO level (alpha / beta) ... -10.174 / -10.774 eV
Energy relative to the best compared isomer or geometry (same formula, charge and spin) ... 0.000 eV



No. 6
Molecular formula: C8H12Cl2Si2
Method: DFT, ωB97M-V/def2-TZVPD

CARTESIAN COORDINATES (ANGSTROEM)
C: 2.288 1.620 -2.051
C: -1.059 0.676 -2.060
C: 0.244 -1.063 2.076
C: -3.685 -3.063 -0.003
C: 2.381 0.883 -0.945
C: -0.190 -0.354 -1.937
C: 0.303 -0.135 1.081
C: -4.917 -2.562 -0.037
Si: 1.198 -0.464 -0.579
Si: -5.370 -0.866 -0.780
Cl: 2.011 -2.263 -0.423
Cl: -4.259 0.645 0.001
H: 2.757 2.472 -2.296
H: 1.429 1.513 -2.633
H: -1.871 0.777 -2.757
H: -1.354 1.350 -1.292
H: -0.113 -0.768 3.004
H: 0.902 -1.993 2.098
H: -3.595 -4.051 0.406
H: -2.736 -2.529 -0.332
H: 3.156 0.948 -0.247
H: -0.172 -1.074 -2.675
H: -0.181 0.814 1.292
H: -5.705 -3.310 0.181

Output
HOMO energy ... -0.305 Ha
DFT total energy ... -1811.31544 a.u.
Kohn-Sham gap ... 7.683 eV
LUMO level ... -0.608 eV
Energy relative to the best compared isomer or geometry (same formula, charge and spin) ... 0.973 eV